No. 1
The following is a DFT calculation (wB97M-V/def2-TZVPD) of the molecule C5H14N2 at a distorted geometry.

Summary:
LUMO energy: 1.14 eV
F_max: 0.0499 Eh/bohr
gap between HOMO and LUMO: 9.44 eV
ΔE to the lowest compared entry with this formula, charge and spin: 34.3 kcal per mole
DFT total energy: -8391.132 eV
spin multiplicity: 1
SMILES string: CCCNCCN

Geometry (Å):
C  0.997  0.685  -2.739
C  0.487  0.178  -1.362
C  0.209  1.401  -0.464
N  -0.489  1.169  0.801
C  -1.238  -0.078  1.048
C  -0.678  -0.893  2.208
N  0.350  -1.882  1.802
H  0.358  1.487  -3.081
H  2.057  0.926  -2.604
H  1.095  -0.146  -3.437
H  1.191  -0.481  -0.854
H  -0.389  -0.447  -1.574
H  -0.431  2.067  -1.110
H  1.216  1.800  -0.434
H  0.005  1.403  1.646
H  -2.246  0.216  1.363
H  -1.295  -0.716  0.172
H  -0.264  -0.291  3.015
H  -1.528  -1.538  2.552
H  0.263  -2.787  2.244
H  0.332  -2.075  0.808

=====

No. 2
The following is a DFT calculation (wB97M-V/def2-TZVPD) of a cluster of 9 separate species, C30H44BClO28 in total at a distorted geometry.

Summary:
LUMO energy: -0.03 eV
F_max: 0.0485 Eh/bohr
gap between HOMO and LUMO: 9.55 eV
DFT total energy: -102351.012 eV
spin multiplicity: 1
SMILES string: O=C(Cl)CBCOCOCCO.O=C1OCCO1.O=C1OCCO1.O=C1OCCO1.O=C1OCCO1.O=C1OCCO1.O=C1OCCO1.O=C1OCCO1.O=C1OCCO1

Geometry (Å):
O  1.801  0.248  0.750
C  2.027  -0.931  0.932
Cl  0.647  -1.979  1.371
C  3.400  -1.531  0.774
B  3.895  -2.509  1.932
C  3.227  -3.873  2.281
O  3.629  -4.254  3.602
C  2.705  -5.037  4.293
O  2.486  -4.448  5.543
C  2.607  -5.309  6.650
C  3.081  -4.481  7.841
O  2.506  -4.964  9.040
H  3.443  -1.997  -0.209
H  4.063  -0.679  0.743
H  4.860  -2.204  2.557
H  3.608  -4.625  1.589
H  2.150  -3.872  2.151
H  1.758  -5.126  3.760
H  3.104  -6.047  4.393
H  1.645  -5.725  6.942
H  3.312  -6.119  6.480
H  4.168  -4.537  7.876
H  2.829  -3.442  7.663
H  3.220  -5.213  9.623
O  3.468  1.677  -4.860
C  2.678  1.379  -4.026
O  1.835  2.247  -3.419
C  0.889  1.486  -2.649
C  1.639  0.200  -2.406
O  2.501  0.122  -3.549
H  0.629  2.007  -1.730
H  -0.006  1.335  -3.238
H  2.252  0.238  -1.509
H  0.984  -0.668  -2.357
O  -1.976  0.064  -3.973
C  -2.588  1.061  -3.762
O  -2.155  2.063  -2.960
C  -3.040  3.185  -3.135
C  -4.305  2.516  -3.626
O  -3.798  1.348  -4.286
H  -3.175  3.715  -2.202
H  -2.612  3.858  -3.869
H  -4.959  2.202  -2.811
H  -4.872  3.134  -4.318
O  -2.814  5.966  -2.928
C  -1.895  6.489  -2.375
O  -0.659  6.594  -2.893
C  0.101  7.477  -2.055
C  -0.627  7.366  -0.734
O  -1.964  7.051  -1.151
H  1.138  7.157  -2.003
H  0.058  8.483  -2.476
H  -0.252  6.550  -0.114
H  -0.612  8.287  -0.157
O  -2.778  11.875  -3.764
C  -3.377  10.852  -3.770
O  -3.531  10.044  -2.689
C  -4.494  9.036  -3.026
C  -4.406  8.990  -4.533
O  -4.000  10.327  -4.853
H  -4.238  8.087  -2.561
H  -5.476  9.352  -2.674
H  -3.643  8.294  -4.887
H  -5.353  8.748  -5.007
O  -9.428  8.447  -2.666
C  -8.883  8.802  -1.678
O  -9.505  9.096  -0.512
C  -8.508  9.258  0.501
C  -7.281  9.621  -0.309
O  -7.538  8.971  -1.560
H  -8.799  10.032  1.205
H  -8.392  8.314  1.035
H  -7.194  10.695  -0.481
H  -6.356  9.255  0.130
O  2.815  -6.736  1.528
C  3.746  -7.478  1.561
O  5.016  -7.107  1.285
C  5.883  -8.190  1.647
C  4.955  -9.381  1.579
O  3.677  -8.784  1.876
H  6.718  -8.261  0.956
H  6.265  -8.007  2.654
H  4.922  -9.826  0.580
H  5.198  -10.151  2.307
O  5.476  -10.392  -1.266
C  5.484  -9.519  -2.074
O  5.651  -8.211  -1.774
C  5.829  -7.492  -3.000
C  5.159  -8.405  -4.004
O  5.325  -9.695  -3.400
H  5.370  -6.509  -2.939
H  6.898  -7.376  -3.187
H  4.092  -8.202  -4.109
H  5.624  -8.378  -4.985
O  -4.409  -4.733  5.698
C  -3.651  -4.230  4.942
O  -3.964  -3.217  4.093
C  -2.751  -2.728  3.514
C  -1.829  -3.919  3.647
O  -2.349  -4.584  4.801
H  -2.912  -2.424  2.483
H  -2.407  -1.866  4.090
H  -1.893  -4.596  2.793
H  -0.790  -3.637  3.800

=====

No. 3
The following is a DFT calculation (wB97M-V/def2-TZVPD) of the molecule FNO5S at a distorted geometry.

Summary:
LUMO energy: -2.33 eV
F_max: 0.0961 Eh/bohr
gap between HOMO and LUMO: 10.14 eV
ΔE to the lowest compared entry with this formula, charge and spin: 37.5 kcal per mole
DFT total energy: -25273.485 eV
spin multiplicity: 1

Geometry (Å):
N  -1.270  -0.165  0.013
O  -0.740  0.957  -0.177
O  -2.375  -0.390  -0.153
O  1.597  0.809  -1.206
O  1.535  0.669  1.306
O  -0.468  -1.068  0.330
F  1.757  -1.193  -0.114
S  1.165  0.243  0.037

=====

No. 4
The following is a DFT calculation (wB97M-V/def2-TZVPD) of the molecule C4H9NO.

Summary:
LUMO energy: 0.88 eV
F_max: 0.0194 Eh/bohr
gap between HOMO and LUMO: 10.71 eV
ΔE to the lowest compared entry with this formula, charge and spin: 13.5 kcal per mole
DFT total energy: -7831.736 eV
spin multiplicity: 1
SMILES string: CCCNC=O

Geometry (Å):
C  1.248  -1.027  0.172
C  1.283  0.508  0.049
C  -0.094  1.098  -0.248
N  -1.217  0.421  0.389
C  -1.987  -0.522  -0.181
O  -1.814  -1.024  -1.273
H  2.244  -1.443  0.268
H  0.790  -1.438  -0.722
H  0.632  -1.329  1.022
H  1.948  0.702  -0.803
H  1.777  0.968  0.905
H  -0.267  0.996  -1.319
H  -0.185  2.149  0.000
H  -1.528  0.759  1.291
H  -2.831  -0.819  0.450

=====

No. 5
The following is a DFT calculation (wB97M-V/def2-TZVPD) of a structure of composition C3H7N3O2 at a distorted geometry.

Summary:
LUMO energy: 0.68 eV
F_max: 0.0232 Eh/bohr
gap between HOMO and LUMO: 9.40 eV
ΔE to the lowest compared entry with this formula, charge and spin: 166.7 kcal per mole
DFT total energy: -11784.084 eV
spin multiplicity: 1

Geometry (Å):
C  0.728  -1.206  1.139
N  -0.682  1.083  0.525
C  0.986  -0.060  0.225
C  -1.125  0.693  -0.652
O  -1.655  1.382  1.509
O  -0.052  0.025  -2.561
N  -0.270  -0.169  -1.177
N  2.070  0.497  0.010
H  -2.322  0.675  1.504
H  0.259  -0.838  -2.865
H  2.067  1.291  -0.623
H  -2.006  1.078  -1.160
H  -0.137  -1.786  0.823
H  1.603  -1.855  1.165
H  0.535  -0.811  2.138

=====

No. 6
The following is a DFT calculation (wB97M-V/def2-TZVPD) of a cluster of 2 separate species, C2H5ISi in total at a distorted geometry.

Summary:
LUMO energy (spin up / spin down): -0.49 / 0.04 eV
F_max: 0.0499 Eh/bohr
gap between HOMO and LUMO (spin up / spin down): 7.83 / 7.24 eV
ΔE to the lowest compared entry with this formula, charge and spin: 95.3 kcal per mole
DFT total energy: -18128.775 eV
spin multiplicity: 1

Geometry (Å):
C  -0.924  -1.615  0.171
C  -0.961  -0.324  0.180
Si  1.870  1.431  -0.063
I  3.110  -0.680  -0.151
H  -1.850  -2.181  -0.026
H  -0.055  -2.244  -0.113
H  -1.600  0.575  -0.056
H  2.268  2.089  1.187
H  1.344  2.019  -1.296

=====

No. 7
The following is a DFT calculation (wB97M-V/def2-TZVPD) of a structure of composition C56H55AsGe2IrN3O6S5 at a distorted geometry.

Summary:
LUMO energy: 3.73 eV
F_max: 0.0287 Eh/bohr
gap between HOMO and LUMO: 6.39 eV
ΔE to the lowest compared entry with this formula, charge and spin: 23.8 kcal per mole
DFT total energy: -306615.218 eV
spin multiplicity: 1
net charge: -2

Geometry (Å):
Ir  0.644  0.379  0.258
C  4.891  2.323  -6.242
C  5.388  2.161  -4.830
C  5.353  0.921  -4.213
C  5.771  0.745  -2.901
C  5.721  -0.636  -2.294
C  6.227  1.854  -2.177
C  6.297  3.110  -2.787
C  6.789  4.337  -2.060
C  5.874  3.242  -4.106
C  6.700  1.616  -0.776
C  8.064  1.397  -0.599
C  8.565  1.010  0.629
C  7.691  0.807  1.681
C  6.325  1.042  1.542
C  5.812  1.500  0.306
Ge  3.884  1.899  0.025
S  2.803  0.121  -0.593
S  3.512  3.600  -1.396
Ge  1.791  3.864  0.047
S  0.138  2.573  -0.464
S  2.906  2.960  1.745
C  1.334  5.760  0.273
C  1.545  6.736  -0.723
C  1.179  8.063  -0.485
C  0.603  8.446  0.711
C  0.397  7.493  1.690
C  0.752  6.162  1.487
C  0.456  5.251  2.646
C  1.351  5.175  3.715
C  2.727  5.796  3.676
C  0.955  4.513  4.880
C  -0.299  3.935  5.002
C  -0.752  3.298  6.294
C  -1.148  3.975  3.903
C  -0.801  4.633  2.736
C  -1.804  4.748  1.620
C  2.187  6.524  -2.063
C  1.451  6.113  -3.175
C  0.006  5.704  -3.070
C  2.076  6.093  -4.422
C  3.393  6.484  -4.589
C  4.027  6.531  -5.954
C  4.113  6.871  -3.464
C  3.532  6.896  -2.208
C  4.350  7.289  -1.005
C  5.458  0.688  2.705
C  4.719  -0.493  2.668
C  4.813  -1.486  1.538
C  3.853  -0.776  3.720
C  3.732  0.064  4.806
C  2.703  -0.205  5.865
C  4.548  1.193  4.868
C  5.410  1.520  3.835
C  6.228  2.784  3.906
H  4.742  1.354  -6.718
H  5.594  2.899  -6.850
H  3.934  2.848  -6.257
H  4.983  0.062  -4.764
H  5.769  -1.394  -3.076
H  4.789  -0.788  -1.742
H  6.543  -0.803  -1.597
H  7.040  4.128  -1.021
H  6.008  5.097  -2.062
H  7.673  4.750  -2.553
H  5.907  4.225  -4.569
H  8.723  1.502  -1.454
H  9.626  0.825  0.753
H  8.057  0.440  2.634
H  1.352  8.793  -1.268
H  0.318  9.478  0.879
H  -0.048  7.768  2.640
H  2.926  6.310  2.739
H  3.488  5.022  3.792
H  2.849  6.513  4.492
H  1.645  4.473  5.719
H  -0.009  3.435  7.079
H  -0.930  2.229  6.169
H  -1.692  3.741  6.631
H  -2.121  3.497  3.966
H  -2.658  4.098  1.807
H  -1.378  4.451  0.661
H  -2.157  5.779  1.526
H  -0.536  6.318  -2.349
H  -0.085  4.666  -2.746
H  -0.486  5.786  -4.040
H  1.503  5.774  -5.287
H  3.453  5.951  -6.676
H  5.044  6.138  -5.931
H  4.083  7.559  -6.321
H  5.157  7.156  -3.569
H  5.392  7.447  -1.284
H  4.311  6.500  -0.249
H  3.975  8.204  -0.541
H  5.536  -1.189  0.780
H  3.845  -1.599  1.046
H  5.105  -2.464  1.929
H  3.225  -1.659  3.654
H  2.293  -1.211  5.769
H  1.874  0.489  5.749
H  3.116  -0.086  6.870
H  4.467  1.863  5.720
H  6.076  3.279  4.865
H  5.931  3.476  3.114
H  7.296  2.587  3.784
O  -3.471  0.031  0.328
As  -2.154  -1.014  -0.248
O  -2.800  -2.071  -1.322
O  -0.965  0.004  -0.962
C  -1.796  -1.929  1.440
C  -2.263  -3.240  1.411
C  -2.164  -4.047  2.534
C  -1.604  -3.556  3.701
C  -1.134  -2.255  3.749
C  -1.222  -1.444  2.624
S  -0.526  0.183  2.774
O  -0.851  0.659  4.088
O  -1.096  0.917  1.618
O  0.944  0.074  2.548
H  -3.825  0.463  -0.454
H  -2.683  -3.607  0.483
H  -2.511  -5.071  2.492
H  -1.509  -4.196  4.568
H  -0.686  -1.855  4.648
N  1.215  -5.421  2.926
C  1.438  -4.564  2.176
N  1.825  -3.674  1.296
C  1.239  -2.625  0.871
N  0.859  -1.672  0.312

=====

No. 8
The following is a DFT calculation (wB97M-V/def2-TZVPD) of a structure of composition C38H45BCdF3N7O5S4 at a distorted geometry.

Summary:
LUMO energy: -0.61 eV
F_max: 0.0336 Eh/bohr
gap between HOMO and LUMO: 7.29 eV
ΔE to the lowest compared entry with this formula, charge and spin: 28.6 kcal per mole
DFT total energy: -117543.291 eV
spin multiplicity: 1

Geometry (Å):
Cd  1.986  2.623  -2.154
C  3.864  2.605  2.098
C  2.674  1.716  2.231
C  2.160  1.355  3.438
C  1.039  0.495  3.478
N  0.380  0.235  2.389
N  0.844  0.613  1.192
B  -0.136  0.079  0.114
N  0.267  -1.391  -0.269
N  0.419  -2.530  0.369
C  0.841  -3.552  -0.337
C  1.134  -3.432  -1.723
C  0.997  -2.236  -2.376
C  1.296  -1.963  -3.811
C  0.537  -1.187  -1.561
S  0.067  0.468  -1.780
C  0.948  -4.893  0.367
C  2.290  -5.562  0.039
C  0.850  -4.724  1.885
C  -0.217  -5.770  -0.118
N  -1.597  0.235  0.574
N  -2.007  -0.827  1.291
C  -3.182  -0.860  1.827
C  -4.051  0.260  1.740
C  -3.694  1.329  0.990
C  -4.576  2.522  0.830
C  -2.424  1.308  0.298
S  -2.055  2.550  -0.754
C  -3.627  -2.150  2.500
C  -4.105  -1.875  3.931
C  -2.481  -3.164  2.537
C  -4.786  -2.727  1.672
C  2.068  1.185  1.041
S  2.978  1.071  -0.388
C  0.539  -0.225  4.723
C  -0.924  0.162  4.979
C  1.375  0.083  5.964
C  0.634  -1.733  4.421
H  4.192  2.959  3.074
H  3.607  3.456  1.463
H  4.680  2.076  1.608
H  2.596  1.723  4.358
H  1.479  -4.303  -2.264
H  1.715  -2.833  -4.311
H  1.988  -1.123  -3.885
H  0.379  -1.656  -4.321
H  3.116  -4.899  0.303
H  2.377  -5.827  -1.015
H  2.389  -6.479  0.620
H  1.658  -4.090  2.251
H  0.936  -5.702  2.361
H  -0.099  -4.274  2.176
H  -0.150  -5.972  -1.188
H  -1.172  -5.280  0.085
H  -0.207  -6.725  0.409
H  -4.995  0.255  2.271
H  -5.404  2.499  1.538
H  -4.973  2.552  -0.186
H  -3.998  3.436  0.963
H  -3.328  -1.374  4.510
H  -4.342  -2.819  4.423
H  -5.001  -1.251  3.948
H  -1.665  -2.795  3.158
H  -2.087  -3.337  1.536
H  -2.842  -4.107  2.951
H  -5.643  -2.052  1.660
H  -5.105  -3.680  2.096
H  -4.472  -2.895  0.640
H  -0.994  1.211  5.276
H  -1.338  -0.451  5.783
H  -1.508  0.013  4.072
H  1.293  1.131  6.258
H  2.427  -0.161  5.810
H  1.004  -0.525  6.790
H  0.119  -1.964  3.490
H  0.193  -2.312  5.236
H  1.682  -2.026  4.312
O  -0.012  5.627  -0.186
C  0.507  4.799  -0.917
O  1.359  3.903  -0.595
C  0.090  4.827  -2.409
C  -0.788  5.836  -2.848
C  -1.124  5.898  -4.166
C  -0.622  4.926  -5.062
C  -0.922  4.922  -6.441
C  -0.441  3.935  -7.254
C  0.343  2.895  -6.719
C  0.651  2.869  -5.388
C  0.202  3.901  -4.537
N  0.562  3.899  -3.220
H  -1.153  6.530  -2.106
H  -1.779  6.672  -4.548
H  -1.538  5.719  -6.841
H  -0.674  3.938  -8.311
H  0.708  2.114  -7.373
H  1.246  2.073  -4.962
F  4.184  0.754  -6.009
C  4.538  1.868  -5.355
F  3.840  2.887  -5.869
F  5.829  2.087  -5.575
S  4.137  1.672  -3.545
O  5.221  0.924  -2.999
O  3.961  3.044  -3.066
O  2.840  0.988  -3.606